[1]
A structure of composition C7H19BrMnNO7P, computed with wB97M-V/def2-TZVPD.

Cartesian coordinates (Å):
Mn: 0.170 -0.310 1.397
Br: -0.815 2.131 2.083
P: -0.067 -2.858 1.943
O: -1.011 -1.592 2.199
O: 0.998 -2.135 1.092
O: -1.083 -3.874 1.370
O: 0.179 -3.316 3.394
C: 2.747 1.615 0.807
O: 1.686 0.793 0.346
C: 1.614 0.748 -1.061
C: 0.666 -0.347 -1.522
N: -0.561 -0.299 -0.702
C: -1.439 0.814 -1.055
C: -2.431 0.508 -2.206
O: -1.713 0.290 -3.413
C: -2.506 -0.182 -4.468
H: 2.514 2.680 0.846
H: 3.658 1.514 0.204
H: 2.946 1.185 1.787
H: 2.610 0.509 -1.469
H: 1.364 1.706 -1.536
H: 1.092 -1.347 -1.434
H: 0.431 -0.251 -2.588
H: -1.101 -1.109 -1.007
H: -0.901 1.741 -1.250
H: -2.121 1.062 -0.239
H: -3.163 1.321 -2.319
H: -3.046 -0.378 -1.992
H: -3.555 0.134 -4.444
H: -2.469 -1.278 -4.476
H: -2.132 0.161 -5.436
C: 1.031 0.310 4.401
O: 1.532 -0.283 3.199
H: -0.055 0.343 4.405
H: 1.286 -0.357 5.230
H: 1.466 1.307 4.491
H: 2.177 -0.955 3.426

Results
multiplicity = 6
Kohn-Sham gap (alpha / beta) = 3.334 / 3.495 eV
LUMO level (alpha / beta) = 4.4 / 4.4 eV
net charge = -2
ΔE to the lowest compared entry with this formula, charge and spin = 0.0 kJ/mol
expectation value of S² = 8.76

Atomic charges from the Löwdin analysis, expressed in e, are listed below: number 1, Mn, carries 0.49; number 2, Br, carries -0.18; number 3, P, carries -0.08; number 4, O, carries -0.52; number 5, O, carries -0.47; number 6, O, carries -0.52; number 7, O, carries -0.50; number 8, C, carries -0.09; number 9, O, carries -0.29; number 10, C, carries -0.22; number 11, C, carries -0.18; number 12, N, carries -0.07; number 13, C, carries -0.22; number 14, C, carries -0.21; number 15, O, carries -0.21; number 16, C, carries -0.14; number 17, H, carries 0.08; number 18, H, carries 0.08; number 19, H, carries 0.08; number 20, H, carries 0.12; number 21, H, carries 0.12; number 22, H, carries 0.12; number 23, H, carries 0.10; number 24, H, carries 0.13; number 25, H, carries 0.11; number 26, H, carries 0.06; number 27, H, carries 0.12; number 28, H, carries 0.13; number 29, H, carries 0.08; number 30, H, carries 0.09; number 31, H, carries 0.08; number 32, C, carries -0.17; number 33, O, carries -0.21; number 34, H, carries 0.05; number 35, H, carries 0.08; number 36, H, carries 0.06; number 37, H, carries 0.09

[2]
A cluster of 4 separate species, C7H19Cl3O3 in total, computed with wB97M-V/def2-TZVPD.

Cartesian coordinates (Å):
C: -1.512 -0.268 2.425
Cl: -2.570 -1.741 2.007
Cl: -1.050 -0.480 4.145
Cl: -2.455 1.181 2.293
H: -0.606 -0.300 1.819
C: -3.234 3.299 -0.502
C: -3.855 3.017 -1.871
O: -2.790 2.761 -2.782
H: -2.436 4.041 -0.461
H: -2.780 2.393 -0.100
H: -3.989 3.661 0.195
H: -4.424 3.888 -2.194
H: -4.507 2.144 -1.884
H: -2.982 2.939 -3.706
C: 3.170 -2.492 2.125
C: 2.618 -1.046 2.299
O: 2.797 -0.328 1.080
H: 4.254 -2.446 2.015
H: 2.788 -3.111 1.313
H: 2.917 -3.076 3.009
H: 3.137 -0.540 3.113
H: 1.574 -0.898 2.575
H: 2.104 -0.631 0.488
C: 2.214 -1.067 -2.490
C: 1.281 -1.897 -1.631
O: 0.740 -1.014 -0.666
H: 3.058 -0.629 -1.956
H: 1.650 -0.219 -2.879
H: 2.592 -1.670 -3.315
H: 1.739 -2.724 -1.087
H: 0.413 -2.264 -2.178
H: 0.143 -0.483 -1.198

Results
multiplicity = 1
Kohn-Sham gap = 10.318 eV
LUMO level = 0.5 eV
SMILES = ClC(Cl)Cl.CCO.CCO.CCO

Atomic charges from the Löwdin analysis, expressed in e, are listed below: number 1, C, carries -1.45; number 2, Cl, carries 0.44; number 3, Cl, carries 0.49; number 4, Cl, carries 0.58; number 5, H, carries 0.00; number 6, C, carries -0.10; number 7, C, carries -0.31; number 8, O, carries -0.10; number 9, H, carries 0.08; number 10, H, carries 0.01; number 11, H, carries 0.07; number 12, H, carries 0.10; number 13, H, carries 0.11; number 14, H, carries 0.08; number 15, C, carries -0.07; number 16, C, carries -0.29; number 17, O, carries -0.10; number 18, H, carries 0.07; number 19, H, carries 0.06; number 20, H, carries 0.06; number 21, H, carries 0.11; number 22, H, carries 0.07; number 23, H, carries 0.01; number 24, C, carries -0.07; number 25, C, carries -0.29; number 26, O, carries -0.11; number 27, H, carries 0.08; number 28, H, carries 0.08; number 29, H, carries 0.08; number 30, H, carries 0.11; number 31, H, carries 0.11; number 32, H, carries 0.10

[3]
A cluster of 3 separate species, C7H19Cl3O8P2 in total, computed with wB97M-V/def2-TZVPD.

Cartesian coordinates (Å):
C: 17.532 15.763 14.660
O: 17.891 17.133 14.338
P: 19.298 17.570 13.620
O: 20.461 16.719 14.005
O: 19.000 17.603 12.048
C: 17.556 17.956 11.753
O: 19.373 19.220 13.819
C: 20.579 19.943 13.444
H: 17.103 15.718 15.661
H: 18.355 15.071 14.480
H: 16.695 15.677 13.967
H: 17.003 17.019 11.684
H: 17.388 18.620 10.905
H: 17.078 18.428 12.612
H: 21.325 19.269 13.022
H: 20.952 20.678 14.157
H: 20.336 20.563 12.581
C: 15.891 11.756 22.961
O: 14.451 11.720 22.859
P: 13.621 13.125 22.522
O: 14.302 13.888 21.438
O: 13.532 13.836 23.976
C: 13.989 15.137 24.214
O: 12.101 12.571 22.164
C: 12.150 11.671 21.028
H: 16.280 12.774 22.954
H: 16.339 11.395 22.035
H: 16.360 11.321 23.843
H: 13.238 15.763 24.695
H: 14.358 15.530 23.266
H: 14.861 15.108 24.868
H: 11.153 11.278 20.832
H: 12.721 10.753 21.165
H: 12.512 12.341 20.248
C: 14.843 13.258 18.397
Cl: 13.624 12.943 17.205
Cl: 16.297 14.060 17.684
Cl: 15.344 11.698 19.138
H: 14.427 13.987 19.093

Results
multiplicity = 2
Kohn-Sham gap (alpha / beta) = 9.282 / 2.056 eV
LUMO level (alpha / beta) = -3.0 / -10.2 eV
net charge = +1
expectation value of S² = 0.76

Atomic charges from the Löwdin analysis, expressed in e, are listed below: number 1, C, carries -0.03; number 2, O, carries -0.24; number 3, P, carries 0.54; number 4, O, carries -0.08; number 5, O, carries -0.11; number 6, C, carries 0.01; number 7, O, carries -0.07; number 8, C, carries 0.00; number 9, H, carries 0.05; number 10, H, carries 0.10; number 11, H, carries 0.10; number 12, H, carries 0.11; number 13, H, carries 0.11; number 14, H, carries 0.09; number 15, H, carries 0.11; number 16, H, carries 0.13; number 17, H, carries 0.12; number 18, C, carries -0.11; number 19, O, carries -0.25; number 20, P, carries 0.53; number 21, O, carries -0.28; number 22, O, carries -0.21; number 23, C, carries -0.12; number 24, O, carries -0.22; number 25, C, carries -0.11; number 26, H, carries 0.08; number 27, H, carries 0.06; number 28, H, carries 0.09; number 29, H, carries 0.09; number 30, H, carries 0.07; number 31, H, carries 0.09; number 32, H, carries 0.09; number 33, H, carries 0.09; number 34, H, carries 0.06; number 35, C, carries -1.51; number 36, Cl, carries 0.56; number 37, Cl, carries 0.50; number 38, Cl, carries 0.54; number 39, H, carries -0.01

[4]
The ion C7H19ClN3Si with charge +1, computed with wB97M-V/def2-TZVPD.

Cartesian coordinates (Å):
C: 0.650 -0.650 0.403
C: -1.029 -2.543 -1.485
C: -2.236 -0.337 -1.512
C: -0.120 -0.606 -2.813
C: 0.429 2.347 0.305
C: 0.446 2.207 3.480
C: -0.862 -1.064 -1.536
N: 1.907 -1.220 0.179
N: -0.388 -0.600 -0.226
N: 0.638 -0.157 1.796
Si: 1.220 1.623 1.883
Cl: 3.213 1.389 1.667
H: -1.954 -2.835 -0.958
H: -1.061 -2.915 -2.453
H: -0.357 -3.205 -0.829
H: -3.002 -0.914 -2.073
H: -2.275 0.678 -1.798
H: -2.478 -0.329 -0.514
H: -0.722 -0.819 -3.598
H: 0.197 0.465 -2.704
H: 0.618 -1.252 -3.192
H: 0.879 1.705 -0.604
H: -0.613 2.265 0.272
H: 0.672 3.330 0.125
H: -0.648 2.629 3.295
H: 0.387 1.340 4.209
H: 0.829 3.079 3.975
H: 2.181 -1.666 -0.721
H: 2.738 -1.215 0.743
H: 1.050 -0.707 2.631
H: -0.310 -0.023 2.053

Results
multiplicity = 1
Kohn-Sham gap = 10.306 eV
LUMO level = -3.0 eV
net charge = +1
SMILES = CC(C)(C)/N=C(\N)[NH2+][Si](C)(C)Cl
ΔE to the lowest compared entry with this formula, charge and spin = 0.0 kJ/mol

Atomic charges from the Löwdin analysis, expressed in e, are listed below: number 1, C, carries -0.50; number 2, C, carries -0.04; number 3, C, carries -0.04; number 4, C, carries -0.01; number 5, C, carries -0.15; number 6, C, carries -0.18; number 7, C, carries -0.56; number 8, N, carries 0.15; number 9, N, carries 0.14; number 10, N, carries 0.04; number 11, Si, carries 0.19; number 12, Cl, carries 0.45; number 13, H, carries 0.09; number 14, H, carries 0.06; number 15, H, carries 0.12; number 16, H, carries 0.11; number 17, H, carries 0.07; number 18, H, carries 0.04; number 19, H, carries 0.05; number 20, H, carries 0.11; number 21, H, carries 0.06; number 22, H, carries 0.09; number 23, H, carries 0.02; number 24, H, carries 0.00; number 25, H, carries 0.10; number 26, H, carries 0.06; number 27, H, carries 0.03; number 28, H, carries 0.14; number 29, H, carries 0.07; number 30, H, carries 0.20; number 31, H, carries 0.12

[5]
A structure of composition C7H19INO6PSi, computed with wB97M-V/def2-TZVPD.

Cartesian coordinates (Å):
N: 2.623 -2.726 -0.640
C: 2.020 -1.802 -0.991
O: 1.324 -0.790 -1.313
Si: 0.515 -0.123 0.053
I: 1.294 2.126 0.534
P: -1.679 -0.180 -0.441
O: -2.110 0.893 -1.312
O: -1.907 -1.631 -1.085
O: -2.430 -0.240 0.981
H: 0.800 -1.026 1.176
H: -2.091 -2.251 -0.373
H: -1.869 -0.715 1.608
C: -1.812 2.685 -5.156
C: -0.589 2.888 -4.274
C: 0.433 1.777 -4.477
O: -0.974 2.954 -2.906
H: -2.310 1.745 -4.907
H: -2.532 3.487 -4.998
H: -1.541 2.663 -6.213
H: -0.129 3.850 -4.505
H: 0.001 0.809 -4.207
H: 1.302 1.936 -3.838
H: 0.768 1.727 -5.515
H: -1.388 2.117 -2.659
C: 0.552 -1.576 5.843
C: 0.617 -1.969 4.377
C: 2.050 -2.008 3.867
O: -0.160 -1.055 3.591
H: 0.970 -0.577 5.991
H: -0.481 -1.552 6.189
H: 1.110 -2.277 6.464
H: 0.156 -2.947 4.240
H: 2.514 -1.022 3.954
H: 2.080 -2.292 2.814
H: 2.650 -2.721 4.433
H: 0.224 -0.178 3.696

Results
multiplicity = 1
Kohn-Sham gap = 9.380 eV
LUMO level = -0.2 eV

Atomic charges from the Löwdin analysis, expressed in e, are listed below: number 1, N, carries 0.16; number 2, C, carries -0.49; number 3, O, carries -0.16; number 4, Si, carries 0.15; number 5, I, carries 0.55; number 6, P, carries 0.32; number 7, O, carries -0.28; number 8, O, carries -0.14; number 9, O, carries -0.14; number 10, H, carries -0.03; number 11, H, carries 0.08; number 12, H, carries 0.05; number 13, C, carries -0.06; number 14, C, carries -0.50; number 15, C, carries -0.06; number 16, O, carries -0.08; number 17, H, carries 0.08; number 18, H, carries 0.08; number 19, H, carries 0.08; number 20, H, carries 0.13; number 21, H, carries 0.08; number 22, H, carries 0.07; number 23, H, carries 0.08; number 24, H, carries 0.03; number 25, C, carries -0.06; number 26, C, carries -0.49; number 27, C, carries -0.06; number 28, O, carries -0.09; number 29, H, carries 0.08; number 30, H, carries 0.08; number 31, H, carries 0.08; number 32, H, carries 0.14; number 33, H, carries 0.09; number 34, H, carries 0.06; number 35, H, carries 0.08; number 36, H, carries 0.08

[6]
A cluster of 2 separate species, C7H19N2Si in total, computed with wB97M-V/def2-TZVPD.

Cartesian coordinates (Å):
C: 0.297 3.066 0.793
C: 0.554 1.786 1.039
C: 2.387 -1.806 -0.741
C: 2.226 -1.115 1.552
C: -3.193 0.513 -0.328
C: 0.814 0.902 -2.106
C: -1.619 -1.040 0.727
N: 1.975 -0.760 0.172
N: -2.806 -0.897 -0.155
Si: 0.946 0.514 -0.267
H: 0.043 3.748 1.583
H: 0.344 3.491 -0.193
H: 0.469 1.431 2.060
H: 1.826 -2.723 -0.544
H: 2.229 -1.508 -1.771
H: 3.447 -2.020 -0.596
H: 1.599 -1.960 1.848
H: 3.271 -1.403 1.673
H: 2.015 -0.280 2.211
H: -3.440 0.934 0.643
H: -2.346 1.063 -0.730
H: -4.050 0.604 -0.991
H: 0.623 0.018 -2.706
H: 0.016 1.613 -2.291
H: 1.736 1.349 -2.467
H: -1.298 -2.079 0.721
H: -1.879 -0.726 1.732
H: -3.626 -1.417 0.196
H: -2.561 -1.297 -1.066

Results
multiplicity = 1
Kohn-Sham gap = 8.032 eV
LUMO level = -3.0 eV
net charge = +1
ΔE to the lowest compared entry with this formula, charge and spin = 1.3 kJ/mol

Atomic charges from the Löwdin analysis, expressed in e, are listed below: number 1, C, carries -0.03; number 2, C, carries -0.25; number 3, C, carries -0.11; number 4, C, carries -0.11; number 5, C, carries -0.04; number 6, C, carries -0.16; number 7, C, carries -0.13; number 8, N, carries -0.34; number 9, N, carries -0.14; number 10, Si, carries 0.83; number 11, H, carries 0.07; number 12, H, carries 0.05; number 13, H, carries 0.06; number 14, H, carries 0.09; number 15, H, carries 0.07; number 16, H, carries 0.10; number 17, H, carries 0.09; number 18, H, carries 0.10; number 19, H, carries 0.07; number 20, H, carries 0.10; number 21, H, carries 0.08; number 22, H, carries 0.10; number 23, H, carries 0.03; number 24, H, carries 0.03; number 25, H, carries 0.05; number 26, H, carries 0.02; number 27, H, carries 0.03; number 28, H, carries 0.17; number 29, H, carries 0.16

| no. | F_max (eV Å⁻¹) | electronic energy (Eh) |
| --- | --- | --- |
| 1 | 6.762 | -4926.0235 |
| 2 | 2.079 | -1884.3396 |
| 3 | 4.228 | -2943.0529 |
| 4 | 4.704 | -1191.8534 |
| 5 | 1.996 | -1712.9841 |
| 6 | 1.884 | -676.8013 |